1.
{
  "formula": "C5H2O",
  "method": "ωB97M-V with the def2-TZVPD basis set",
  "spin_multiplicity": 1,
  "e_lumo_ev": -0.54,
  "smiles": "C#CC#CC=O",
  "e_above_lowest_ev": 1.1673,
  "total_charge": 0,
  "gap_ev": 9.3066,
  "homo_energy_ev": -9.8,
  "max_force_ha_per_bohr": 0.01739,
  "species": ["O", "C", "C", "C", "C", "C", "H", "H"],
  "coordinates": [[-1.730, -0.882, -0.736], [-1.888, 0.058, 0.010], [-0.720, 0.721, 0.541], [0.455, 0.939, 0.742], [1.623, 0.348, 0.304], [2.307, -0.439, -0.300], [-2.874, 0.427, 0.304], [2.827, -1.171, -0.865]],
  "forces_ev_per_angstrom": [[-0.1563, 0.4226, 0.3234], [-0.2641, -0.1523, -0.1097], [0.0246, 0.2911, 0.2296], [-0.4139, -0.6179, -0.4967], [0.6663, -0.3657, -0.2793], [0.0572, 0.3742, 0.2962], [-0.2040, -0.0105, -0.0179], [0.2901, 0.0587, 0.0544]]
}

---

2.
{
  "formula": "C5H2O",
  "method": "ωB97M-V with the def2-TZVPD basis set",
  "spin_multiplicity": 1,
  "e_lumo_ev": -0.73,
  "smiles": "C#CC#CC=O",
  "e_above_lowest_ev": 0.8573,
  "total_charge": 0,
  "gap_ev": 9.4311,
  "homo_energy_ev": -10.2,
  "max_force_ha_per_bohr": 0.02782,
  "species": ["O", "C", "C", "C", "C", "C", "H", "H"],
  "coordinates": [[-2.626, -0.946, 0.111], [-1.992, 0.080, 0.169], [-0.899, 0.464, -0.705], [0.300, 0.570, -0.882], [1.584, 0.228, -0.488], [2.432, -0.337, 0.166], [-2.073, 0.768, 1.035], [3.274, -0.828, 0.593]],
  "forces_ev_per_angstrom": [[0.3105, 0.6896, -0.2561], [-0.4088, -0.3736, 0.4243], [0.8136, 0.2025, -0.4909], [-0.7615, -0.6753, 1.0055], [0.2967, -0.4182, 0.3481], [0.0078, 0.5575, -0.9512], [-0.2243, -0.0448, -0.2093], [-0.0340, 0.0621, 0.1297]]
}

---

3.
{
  "formula": "C5H2O2",
  "method": "ωB97M-V with the def2-TZVPD basis set",
  "spin_multiplicity": 1,
  "e_lumo_ev": -0.95,
  "smiles": "C#CC#CC(=O)O",
  "e_above_lowest_ev": 1.9974,
  "total_charge": 0,
  "gap_ev": 8.7664,
  "homo_energy_ev": -9.7,
  "max_force_ha_per_bohr": 0.22450,
  "species": ["C", "C", "C", "C", "C", "H", "H", "O", "O"],
  "coordinates": [[1.883, -0.174, -0.119], [0.497, -0.355, -0.308], [-0.721, -0.594, -0.237], [-2.110, -0.437, -0.141], [-3.347, 0.221, 0.083], [3.269, 1.046, 0.304], [-4.382, 0.356, 0.397], [2.255, 1.077, -0.105], [2.656, -1.139, 0.125]],
  "forces_ev_per_angstrom": [[2.7890, -3.8551, 1.2140], [-4.3950, -1.0977, -0.0289], [1.6321, 1.5278, -0.2106], [-9.0041, 5.2520, 1.8918], [9.9982, -5.5468, -1.5931], [-3.5782, 0.1069, -1.6819], [0.6291, -0.1873, -0.3534], [4.0142, 1.0302, 1.5537], [-2.0853, 2.7701, -0.7917]]
}

---

4.
{
  "formula": "C5H30N10O10",
  "method": "ωB97M-V with the def2-TZVPD basis set",
  "spin_multiplicity": 1,
  "e_lumo_ev": -0.06,
  "smiles": "NC(N)=O.NC(N)=O.NC(N)=O.NC(N)=O.NC(N)=O.O.O.O.O.O",
  "e_above_lowest_ev": 0.8481,
  "total_charge": 0,
  "gap_ev": 8.4486,
  "homo_energy_ev": -8.5,
  "max_force_ha_per_bohr": 0.03949,
  "species": ["C", "O", "N", "N", "H", "H", "H", "H", "C", "O", "N", "N", "H", "H", "H", "H", "C", "O", "N", "N", "H", "H", "H", "H", "C", "O", "N", "N", "H", "H", "H", "H", "C", "O", "N", "N", "H", "H", "H", "H", "O", "H", "H", "O", "H", "H", "O", "H", "H", "O", "H", "H", "O", "H", "H"],
  "coordinates": [[-2.196, -3.386, -2.867], [-1.886, -3.666, -4.024], [-3.393, -3.716, -2.279], [-1.389, -2.671, -2.047], [-3.835, -4.568, -2.583], [-3.405, -3.610, -1.276], [-1.640, -2.576, -1.069], [-0.469, -2.372, -2.321], [-3.846, 1.025, 1.143], [-4.699, 0.653, 0.344], [-2.575, 0.499, 1.125], [-3.996, 2.105, 1.951], [-1.962, 0.764, 1.869], [-2.331, -0.062, 0.330], [-3.185, 2.467, 2.412], [-4.794, 2.696, 1.804], [1.634, 4.284, -0.946], [2.819, 4.013, -0.778], [0.612, 3.477, -0.584], [1.238, 5.515, -1.418], [-0.324, 3.699, -0.874], [0.668, 2.675, 0.043], [0.292, 5.838, -1.426], [1.979, 6.188, -1.502], [1.749, -2.892, 1.368], [0.974, -1.992, 1.743], [1.995, -3.230, 0.082], [2.447, -3.597, 2.297], [1.567, -2.793, -0.731], [2.688, -3.939, -0.068], [2.888, -4.467, 2.051], [2.069, -3.541, 3.228], [2.291, 1.535, 1.970], [1.951, 1.488, 0.782], [2.401, 0.413, 2.717], [2.725, 2.677, 2.597], [2.167, -0.437, 2.214], [2.607, 0.435, 3.694], [2.720, 3.588, 2.181], [2.943, 2.485, 3.552], [-2.355, 1.846, -1.783], [-2.268, 2.761, -1.500], [-2.523, 1.354, -0.967], [-0.455, -0.610, -0.299], [-0.169, 0.190, -0.764], [0.247, -0.769, 0.365], [-1.732, -3.097, 0.718], [-1.121, -3.735, 1.096], [-1.281, -2.248, 0.809], [1.893, 0.865, -1.907], [2.094, 1.689, -2.361], [2.080, 1.050, -0.969], [1.739, -1.699, -2.439], [1.669, -0.752, -2.151], [2.681, -1.849, -2.556]],
  "forces_ev_per_angstrom": [[1.0937, 0.0384, -1.0858], [-0.4989, -0.1373, 0.5913], [-0.4960, -0.2725, 0.4523], [-0.1760, 0.2157, 0.6040], [0.0877, 0.1149, -0.3309], [-0.1210, -0.0106, 0.0400], [0.2959, -0.0954, -0.6616], [-0.1106, -0.0200, -0.3835], [-0.0894, -0.1957, -2.0192], [0.2638, 0.1708, 0.7696], [-1.2090, 0.5258, 0.5415], [-0.1695, 0.0915, 0.7163], [0.6411, -0.3547, -0.3015], [0.4765, -0.4954, 0.4469], [-0.0801, 0.3244, 0.0912], [-0.0287, -0.1002, 0.0960], [0.5563, 0.4470, 0.9828], [-0.4348, 0.0735, -0.2103], [-1.5243, -0.6105, 0.1382], [0.5109, -0.0626, -0.3786], [0.1229, 0.1810, -0.0609], [0.8818, 0.3818, -0.5726], [-0.0878, -0.0510, 0.1137], [-0.0714, 0.0054, -0.1725], [-0.4063, 0.3862, -0.5400], [0.3322, -0.2296, -0.4955], [-0.0578, -0.0968, 0.6180], [0.1920, -0.2924, 0.5074], [0.0272, 0.3212, 0.0517], [-0.0300, -0.0396, -0.3082], [-0.0230, -0.0096, 0.0030], [0.0914, 0.0240, 0.0041], [1.0722, 0.6359, -0.5788], [-0.3175, -0.1558, 0.6720], [-0.3039, -0.0312, -0.7569], [-0.6740, -1.4040, -0.0351], [-0.2046, -0.0800, 0.6318], [0.0286, -0.2480, 0.1396], [-0.0139, -0.0266, -0.1385], [0.3007, 0.9827, 0.3391], [0.2848, 0.0057, 0.1226], [-0.1923, -0.0525, -0.0216], [-0.1496, 0.1993, -0.2420], [0.7093, 0.2309, 0.3178], [-0.1006, -0.1400, -0.1940], [-0.2656, -0.0330, -0.1599], [-0.2419, 0.0388, 0.3998], [0.0276, -0.0377, -0.0172], [0.0356, -0.0145, 0.1753], [0.0329, 0.2867, 0.4280], [-0.0448, -0.0542, -0.0609], [0.0731, 0.1269, -0.0545], [-0.1986, 0.0127, 0.5281], [0.2054, -0.5803, -0.5858], [-0.0217, 0.1103, -0.1561]]
}

---

5.
{
  "formula": "C5H30N2O8",
  "method": "ωB97M-V with the def2-TZVPD basis set",
  "spin_multiplicity": 1,
  "e_lumo_ev": 0.36,
  "smiles": "C[C@H](N)CN(C)C.O.O.O.O.O.O.O.O",
  "e_above_lowest_ev": 2.3786,
  "total_charge": 0,
  "gap_ev": 9.3334,
  "homo_energy_ev": -9.0,
  "max_force_ha_per_bohr": 0.04616,
  "species": ["N", "C", "C", "C", "N", "C", "C", "H", "H", "H", "H", "H", "H", "H", "H", "H", "H", "H", "H", "H", "H", "H", "H", "O", "H", "H", "O", "H", "H", "O", "H", "H", "O", "H", "H", "O", "H", "H", "O", "H", "H", "O", "H", "H", "O"],
  "coordinates": [[-2.255, -0.415, -1.173], [-0.866, -0.334, -1.745], [-0.735, 1.096, -2.252], [0.181, -0.730, -0.645], [1.528, -0.903, -1.165], [1.608, -2.161, -1.945], [2.461, -1.134, -0.004], [-2.277, -1.269, -0.607], [-2.433, 0.342, -0.526], [-0.887, -0.945, -2.677], [0.163, 1.159, -2.878], [-1.583, 1.473, -2.823], [-0.538, 1.800, -1.432], [0.336, 0.125, 0.039], [-0.133, -1.593, -0.014], [0.682, -2.510, -2.383], [1.925, -2.994, -1.301], [2.305, -1.968, -2.771], [2.675, -0.186, 0.453], [2.172, -1.951, 0.684], [3.460, -1.357, -0.487], [0.401, 2.733, 2.801], [0.641, 3.682, 1.541], [0.079, 3.515, 2.314], [-1.638, 0.194, 1.502], [-2.759, -0.598, 2.131], [-1.863, -0.720, 1.795], [0.820, 3.806, -0.945], [1.700, 2.655, -0.182], [0.854, 3.118, -0.282], [-2.780, -2.683, 1.375], [-3.820, -3.085, 0.389], [-3.713, -2.530, 1.169], [-0.806, -2.203, 1.520], [-0.549, -3.596, 2.218], [-0.713, -3.156, 1.379], [0.132, 1.314, 1.792], [-0.080, 0.160, 2.857], [0.573, 0.756, 2.462], [2.613, 1.073, -1.226], [4.088, 1.558, -1.095], [3.174, 1.845, -1.031], [-1.586, 2.614, 1.718], [-1.014, 2.138, 0.345], [-1.543, 1.864, 1.106]],
  "forces_ev_per_angstrom": [[0.8860, -1.1324, -0.3386], [-1.7279, 0.4701, 0.4801], [1.3643, 0.3721, 0.1670], [-0.0777, 1.0326, -0.3595], [0.4816, -1.6652, 0.8427], [0.5502, 0.2176, -0.3727], [1.2503, 0.3088, -1.9936], [-0.4128, 0.4205, -0.1326], [0.1387, 0.1067, -0.0184], [0.3859, -0.1819, 0.9739], [-0.1141, 0.1436, -0.0499], [-0.0991, -0.4475, 0.0364], [-0.1975, -0.2647, -0.2470], [-0.7522, -0.2398, -0.1175], [0.0758, 0.4454, -0.8976], [-0.4520, 0.4419, -0.0808], [0.2162, 0.1308, -0.2649], [0.0522, -0.5379, 0.2370], [-0.4495, 0.2607, 0.9254], [-0.0514, 0.4872, -0.2672], [-0.9589, -0.2891, 0.6060], [0.2482, 0.5606, -0.3176], [-0.0985, -0.3664, 0.1856], [-0.0432, 0.4104, 0.8457], [-0.1115, -0.4498, 0.0151], [-0.0890, -0.4207, -0.0937], [0.2412, 1.0263, 0.5287], [0.7657, -0.1292, -0.2820], [0.3607, 0.6078, -0.8593], [-0.8514, -0.2257, 1.0691], [0.0031, -0.0076, 0.0847], [-0.3378, 0.0641, 0.0292], [0.0752, -0.4257, -0.2180], [-0.1291, 0.0151, 0.5995], [-0.0028, 0.2767, 0.0750], [-0.0056, -0.5868, -0.3313], [-0.2460, -0.8511, 0.5644], [-0.0627, 0.2815, -0.4129], [0.6819, 0.2038, 0.1840], [0.1983, -0.2142, -0.2801], [-0.0339, -0.0984, 0.0492], [-0.3238, 0.0396, 0.0280], [0.4406, 0.1538, -0.2308], [0.0093, 0.4344, 0.0835], [-0.7969, -0.3777, -0.4444]]
}

---

6.
{
  "formula": "C5H30N3O10",
  "method": "ωB97M-V with the def2-TZVPD basis set",
  "spin_multiplicity": 1,
  "e_lumo_ev": -2.52,
  "e_above_lowest_ev": 0.2766,
  "total_charge": 1,
  "gap_ev": 8.4591,
  "homo_energy_ev": -11.0,
  "max_force_ha_per_bohr": 0.05275,
  "species": ["C", "C", "C", "C", "N", "C", "N", "N", "H", "H", "H", "H", "H", "H", "H", "H", "H", "H", "H", "H", "O", "H", "H", "O", "H", "H", "O", "H", "H", "O", "H", "H", "O", "H", "H", "O", "H", "H", "O", "H", "H", "O", "H", "H", "O", "H", "H", "O"],
  "coordinates": [[-1.032, 0.102, -1.453], [-0.389, -0.083, -0.075], [-1.548, 0.089, 0.857], [-2.073, -1.019, 1.525], [-3.247, -0.568, 2.104], [-3.344, 0.750, 1.828], [-2.455, 1.127, 0.924], [-1.210, 1.562, -1.818], [-1.993, -0.429, -1.602], [-0.500, -0.453, -2.224], [-0.007, -1.087, 0.089], [0.448, 0.623, 0.049], [-1.612, -1.946, 1.792], [-3.812, -1.136, 2.705], [-4.049, 1.470, 2.240], [-1.498, 1.861, -2.792], [-1.994, 1.857, -1.260], [-0.275, 1.951, -1.580], [0.476, 1.799, -3.705], [-0.315, 1.102, -4.777], [-0.426, 1.770, -4.090], [2.420, 2.402, -1.704], [2.401, 0.911, -1.235], [1.941, 1.575, -1.802], [1.930, -1.906, 3.234], [1.058, -1.161, 2.456], [1.067, -2.082, 2.776], [-0.833, 3.111, 2.930], [-2.159, 3.176, 2.166], [-1.789, 3.091, 3.049], [-0.105, -4.544, 1.932], [0.360, -3.165, 1.434], [-0.151, -3.953, 1.174], [2.419, -3.907, -1.260], [2.935, -3.088, -2.500], [2.386, -3.053, -1.704], [3.085, 3.772, 0.101], [1.786, 4.389, -0.327], [2.188, 3.520, -0.155], [-0.908, -3.332, -0.728], [-2.196, -3.937, -1.420], [-1.727, -3.140, -1.174], [1.516, 1.761, 1.401], [1.710, 1.796, 2.956], [1.469, 1.240, 2.211], [2.749, -1.396, -1.072], [4.121, -0.783, -0.854], [3.181, -0.640, -0.623]],
  "forces_ev_per_angstrom": [[-0.2874, -1.7599, -2.0359], [-1.2353, 1.3386, -0.2475], [-1.0455, -2.3389, 0.8917], [0.3276, 1.9541, 0.0432], [1.1582, 0.2025, 0.2700], [-0.7661, 0.3880, -1.2417], [1.1527, 0.2461, 0.8506], [-0.2029, -0.4862, 0.5218], [0.1555, 0.6201, 0.9020], [0.7982, 0.7099, -0.2853], [0.0579, -0.0460, -0.4456], [-0.4210, -0.2335, -0.0094], [-0.1927, -0.4748, -0.2412], [-0.2213, 0.2087, 0.2891], [-0.1942, -0.7229, -0.1054], [1.1068, -1.2779, 0.7856], [0.1063, 0.6903, 1.4193], [-0.8130, 0.4777, -0.0927], [-0.4068, 0.1065, -0.0507], [-0.3050, 0.1377, -0.2212], [1.4096, -0.1984, -1.0471], [-0.0444, 0.0418, 0.2725], [-0.0655, 0.1323, -0.4772], [-0.4385, -0.7421, -0.4903], [-0.7947, -1.3179, -0.1241], [-1.0051, 0.0207, -0.4242], [1.8672, 1.7399, 0.5487], [-0.1519, -0.0797, -0.0484], [0.1276, -0.1643, -0.1196], [0.1007, 0.2844, 0.2987], [0.0375, 0.1010, -0.0446], [0.0164, -0.5202, 0.3556], [0.1065, 0.2524, -0.3628], [0.1199, -0.0111, -0.1396], [-0.1911, -0.4031, 0.2558], [-0.0316, 0.3313, -0.2848], [0.0308, -0.1570, 0.1484], [-0.0587, -0.3535, 0.1009], [0.1959, 1.1272, 0.2680], [0.1715, -0.8553, 0.4080], [0.3351, -0.3212, 0.2099], [-0.5873, 1.2006, -0.6483], [0.2094, 0.2983, 0.2432], [0.0718, 0.1942, -0.1345], [-0.1794, -0.4814, -0.0339], [0.0107, 0.0186, 0.3934], [-0.6686, 0.2921, 0.3414], [0.6344, -0.1694, -0.4617]]
}